Molecular formula: C3H5O3
Method: DFT, ωB97M-V/def2-TZVPD

```
11
Properties=species:S:1:pos:R:3:lowdin_charge:R:1
O 0.747 1.358 2.287 -0.03
C 0.295 0.984 1.209 -0.31
C -0.854 1.688 0.401 -0.07
H 0.884 0.502 0.329 0.11
H -0.541 2.716 0.357 0.05
H -0.866 1.237 -0.620 0.07
H -1.748 1.597 1.033 0.07
O -0.236 -1.196 -0.123 -0.18
C 0.043 -1.738 -1.244 -0.62
O 0.120 -1.259 -2.428 -0.18
H 0.323 -2.885 -1.184 0.09
```

Values from the calculation:
Energy relative to the best compared isomer or geometry (same formula, charge and spin), eV: 1.092
Multiplicity: 1
Charge: -1
HOMO-LUMO gap, Ha: 0.30764
E_HOMO, eV: -4.287



Molecular formula: C3H5O3P
Method: DFT, ωB97M-V/def2-TZVPD

```
12
Properties=species:S:1:pos:R:3:lowdin_charge:R:1
C 0.529 1.333 0.470 -0.28
C 1.057 0.541 -0.683 -0.30
C -0.438 0.394 -0.305 -0.25
O -2.460 -1.454 1.026 -0.52
O -1.179 -2.523 -0.847 -0.49
O 0.135 -1.879 1.291 -0.51
P -1.100 -1.718 0.404 0.10
H 0.881 1.126 1.575 0.11
H 0.479 2.287 0.104 0.01
H 1.383 1.218 -1.489 0.04
H 1.811 -0.269 -0.605 0.07
H -1.097 0.943 -0.940 0.02
```

Values from the calculation:
Energy relative to the best compared isomer or geometry (same formula, charge and spin), eV: 0.987
Multiplicity: 1
Charge: -2
HOMO-LUMO gap, Ha: 0.23629
E_HOMO, eV: 0.682



Molecular formula: C3H5O3Pt
Method: DFT, ωB97M-V/def2-TZVPD

```
12
Properties=species:S:1:pos:R:3:lowdin_charge:R:1
H -0.521 1.553 1.830 0.15
O 1.371 0.053 0.469 0.00
C 0.386 0.943 0.165 -0.08
C 0.983 -1.290 0.146 -0.10
O -0.726 0.767 1.273 -0.21
O -0.389 0.228 -0.907 -0.32
C 0.192 -1.077 -1.127 -0.11
H 0.367 -1.719 0.950 0.14
H 1.888 -1.889 0.009 0.16
H -0.601 -1.814 -1.288 0.14
H 0.839 -1.025 -2.012 0.15
Pt -1.928 0.451 -0.024 1.07
```

Values from the calculation:
Energy relative to the best compared isomer or geometry (same formula, charge and spin), eV: 2.884
Multiplicity: 3
<S²>: 2.01
Charge: +1
HOMO-LUMO gap (spin up / spin down), Ha: 0.29042 / 0.24960
E_HOMO (spin up / spin down), eV: -12.978 / -14.218



Molecular formula: C3H5O3S2
Method: DFT, ωB97M-V/def2-TZVPD

```
13
Properties=species:S:1:pos:R:3:lowdin_charge:R:1
C 1.595 -0.106 -0.388 -0.68
C 0.351 -0.911 -0.032 -0.31
C -0.886 0.307 -0.536 -0.96
O 1.909 0.697 0.547 -0.11
O 2.212 -0.312 -1.455 -0.02
O 0.237 -1.075 1.348 -0.08
S -0.734 1.628 0.623 0.67
S -2.590 -0.381 -0.477 0.62
H 0.063 -1.730 -0.695 0.13
H -0.577 0.357 -1.610 0.06
H 0.823 -0.303 1.527 0.05
H 0.574 1.252 0.828 -0.14
H -2.977 0.578 0.322 -0.22
```

Values from the calculation:
Energy relative to the best compared isomer or geometry (same formula, charge and spin), eV: 1.235
Structure (SMILES): O=C([O-])[C@@H](O)C(S)S
Multiplicity: 1
Charge: -1
HOMO-LUMO gap, Ha: 0.28759
E_HOMO, eV: -4.680



Molecular formula: C3H5O3Tb
Method: DFT, ωB97M-V/def2-TZVPD

```
12
Properties=species:S:1:pos:R:3:lowdin_charge:R:1
H 0.120 1.546 3.330 0.14
O 1.325 1.525 1.732 -0.21
C 1.149 1.472 2.944 0.11
H 2.017 1.341 3.605 0.15
O 0.128 0.405 0.234 -0.29
Tb 0.610 2.617 -0.455 2.44
O -0.322 -0.001 -1.329 -0.10
C -1.049 -1.092 -1.424 -0.07
C -0.784 -2.013 -2.378 0.34
H -1.727 -1.201 -0.564 0.18
H -1.593 -2.655 -2.720 0.15
H 0.125 -1.943 -2.976 0.14
```

Values from the calculation:
Energy relative to the best compared isomer or geometry (same formula, charge and spin), eV: 5.947
Multiplicity: 8
<S²>: 16.79
Charge: +3
HOMO-LUMO gap (spin up / spin down), Ha: 0.28024 / 0.22108
E_HOMO (spin up / spin down), eV: -23.109 / -22.816



Molecular formula: C3H5O3V
Method: DFT, ωB97M-V/def2-TZVPD

```
12
Properties=species:S:1:pos:R:3:lowdin_charge:R:1
H 3.088 -0.242 -0.533 -0.03
O -0.158 0.933 -0.994 -0.01
C 0.654 1.015 0.114 -0.53
C -1.344 0.245 -0.625 -0.15
O 1.938 1.113 -0.087 -0.27
O 0.332 -0.117 0.940 -0.19
C -0.899 -0.690 0.503 -0.14
H -1.714 -0.300 -1.502 0.13
H -2.108 0.959 -0.288 0.13
H -0.706 -1.712 0.153 0.12
H -1.611 -0.705 1.337 0.13
V 2.526 -0.498 0.982 0.82
```

Values from the calculation:
Energy relative to the best compared isomer or geometry (same formula, charge and spin), eV: 3.258
Multiplicity: 5
<S²>: 6.05
Charge: 0
HOMO-LUMO gap (spin up / spin down), Ha: 0.20566 / 0.28140
E_HOMO (spin up / spin down), eV: -6.170 / -8.411



Molecular formula: C3H5O3Yb
Method: DFT, ωB97M-V/def2-TZVPD

```
12
Properties=species:S:1:pos:R:3:lowdin_charge:R:1
H -1.074 2.042 0.573 0.18
O -0.534 1.226 0.321 -0.21
C 1.913 -0.563 0.396 -0.11
C -1.057 -0.107 0.417 -0.12
O 2.599 0.473 0.374 -0.17
O 1.001 -0.433 -0.733 -0.27
C -0.309 -0.975 -0.589 -0.13
Yb 1.409 1.886 -0.670 2.20
H -2.138 -0.126 0.251 0.16
H -0.777 -0.407 1.437 0.15
H -0.800 -1.013 -1.567 0.15
H -0.232 -2.003 -0.210 0.16
```

Values from the calculation:
Energy relative to the best compared isomer or geometry (same formula, charge and spin), eV: 2.229
Multiplicity: 2
<S²>: 0.75
Charge: +2
HOMO-LUMO gap (spin up / spin down), Ha: 0.23665 / 0.15522
E_HOMO (spin up / spin down), eV: -17.521 / -17.503



Molecular formula: C3H5O4S
Method: DFT, ωB97M-V/def2-TZVPD

```
13
Properties=species:S:1:pos:R:3:lowdin_charge:R:1
C 2.880 0.064 0.251 -0.75
C -0.937 -0.375 -0.441 -0.07
C -1.307 0.803 0.366 -0.34
O 3.946 -0.363 1.039 -0.34
O 1.980 -0.685 -0.162 -0.15
O 5.307 1.381 -0.394 -0.65
O -1.990 1.733 0.007 0.01
S 4.693 0.029 -0.445 0.86
H -1.363 -0.322 -1.439 0.08
H 2.694 1.150 0.376 0.11
H -1.248 -1.289 0.063 0.08
H -0.888 0.782 1.393 0.12
H 0.165 -0.427 -0.481 0.04
```

Values from the calculation:
Energy relative to the best compared isomer or geometry (same formula, charge and spin), eV: 2.637
Multiplicity: 1
Charge: -1
HOMO-LUMO gap, Ha: 0.25644
E_HOMO, eV: -3.304



Molecular formula: C3H5O4Tl
Method: DFT, ωB97M-V/def2-TZVPD

```
13
Properties=species:S:1:pos:R:3:lowdin_charge:R:1
O 1.433 -0.076 -1.880 0.16
C 0.229 -0.165 -1.695 -0.67
C 1.753 0.835 0.572 0.11
O -0.604 -1.034 -2.051 -0.04
O -0.330 0.555 -0.603 -0.19
C 0.433 1.060 0.437 -0.17
H 2.398 1.684 0.799 0.10
H 2.164 -0.173 0.538 0.09
H -0.064 1.924 0.881 0.13
H -0.928 -1.109 1.393 0.17
O -1.792 -1.372 0.901 -0.11
H -2.434 -1.662 1.556 0.11
Tl -2.258 -0.467 -0.851 1.31
```

Values from the calculation:
Energy relative to the best compared isomer or geometry (same formula, charge and spin), eV: 2.923
Multiplicity: 2
<S²>: 0.76
Charge: +1
HOMO-LUMO gap (spin up / spin down), Ha: 0.32880 / 0.17988
E_HOMO (spin up / spin down), eV: -13.236 / -13.169



Molecular formula: C3H5O4Yb
Method: DFT, ωB97M-V/def2-TZVPD

```
13
Properties=species:S:1:pos:R:3:lowdin_charge:R:1
O -0.019 -1.103 0.009 0.02
C -0.245 0.080 -0.346 -0.73
C 1.856 -0.855 1.021 0.05
O -1.316 0.549 -0.805 -0.22
O 0.642 0.987 0.074 0.03
C 1.962 0.467 0.265 -0.13
Yb -3.618 -0.145 -1.379 1.05
H 2.122 -1.701 0.369 0.15
H 1.249 -0.745 1.932 0.16
H 2.418 0.316 -0.721 0.15
H 2.511 1.218 0.843 0.15
O 3.407 -0.919 1.941 0.22
H 3.391 -1.768 2.388 0.11
```

Values from the calculation:
Energy relative to the best compared isomer or geometry (same formula, charge and spin), eV: 2.935
Multiplicity: 3
<S²>: 2.00
Charge: +1
HOMO-LUMO gap (spin up / spin down), Ha: 0.21486 / 0.14388
E_HOMO (spin up / spin down), eV: -9.111 / -12.238



Molecular formula: C3H5OP
Method: DFT, ωB97M-V/def2-TZVPD

```
10
Properties=species:S:1:pos:R:3:lowdin_charge:R:1
C -1.977 -1.142 -0.642 0.10
C -1.315 -0.375 0.014 -0.23
C 1.372 0.138 -0.247 -0.21
O -0.196 2.218 0.588 -0.44
P -0.073 0.697 0.691 0.60
H -2.566 -1.848 -0.983 -0.02
H 1.199 -0.939 -0.529 0.06
H 1.462 0.771 -1.158 0.07
H 2.338 0.137 0.235 0.04
H -0.244 0.343 2.031 0.03
```

Values from the calculation:
Energy relative to the best compared isomer or geometry (same formula, charge and spin), eV: 0.746
Structure (SMILES): C#C[P@@H](C)=O
Multiplicity: 1
Charge: 0
HOMO-LUMO gap, Ha: 0.40274
E_HOMO, eV: -10.113



Molecular formula: C3H5P
Method: DFT, ωB97M-V/def2-TZVPD

```
9
Properties=species:S:1:pos:R:3:lowdin_charge:R:1
C 2.351 -0.694 0.074 0.05
C 1.354 -0.020 -0.166 -0.49
C -1.389 0.099 -0.524 -0.45
P 0.035 1.125 0.023 0.74
H 3.235 -1.263 0.049 0.01
H -2.105 0.468 0.257 0.00
H -1.176 -1.009 -0.296 0.05
H -1.898 0.151 -1.560 0.06
H -0.407 1.142 2.143 0.04
```

Values from the calculation:
Energy relative to the best compared isomer or geometry (same formula, charge and spin), eV: 2.786
Multiplicity: 1
Charge: 0
HOMO-LUMO gap, Ha: 0.29325
E_HOMO, eV: -8.696



Molecular formula: C3H6
Method: DFT, ωB97M-V/def2-TZVPD

```
9
Properties=species:S:1:pos:R:3:lowdin_charge:R:1
C -1.139 -0.174 -0.033 -0.13
C 0.185 0.548 -0.014 -0.26
C 1.292 -0.191 -0.031 -0.06
H -1.138 -1.080 -0.738 0.11
H -1.410 -0.327 1.042 0.09
H -1.821 0.577 -0.268 0.03
H 0.223 1.656 -0.084 0.10
H 1.491 -1.305 0.149 0.08
H 2.316 0.297 -0.023 0.06
```

Values from the calculation:
Energy relative to the best compared isomer or geometry (same formula, charge and spin), eV: 0.617
Structure (SMILES): C=CC
Multiplicity: 1
Charge: 0
HOMO-LUMO gap, Ha: 0.39976
E_HOMO, eV: -9.549



Molecular formula: C3H6
Method: DFT, ωB97M-V/def2-TZVPD

```
9
Properties=species:S:1:pos:R:3:lowdin_charge:R:1
C -0.297 -1.199 -0.523 -0.03
C -0.345 0.197 -0.515 -0.21
C 0.322 0.804 0.689 -0.15
H -0.807 -1.695 -1.377 0.04
H 0.280 -1.956 0.127 0.08
H -0.711 0.738 -1.367 0.08
H -0.217 0.822 1.614 0.06
H 0.420 1.853 0.515 0.05
H 1.355 0.437 0.836 0.08
```

Values from the calculation:
Energy relative to the best compared isomer or geometry (same formula, charge and spin), eV: 0.634
Structure (SMILES): C=CC
Multiplicity: 1
Charge: 0
HOMO-LUMO gap, Ha: 0.39164
E_HOMO, eV: -9.318



Molecular formula: C3H6
Method: DFT, ωB97M-V/def2-TZVPD

```
9
Properties=species:S:1:pos:R:3:lowdin_charge:R:1
C 1.581 0.587 -0.210 0.17
C -0.725 -0.810 0.546 -0.08
C -0.696 0.422 -0.143 -0.17
H -0.893 -1.682 0.084 -0.01
H 1.938 -0.372 -0.376 -0.03
H -0.331 -0.737 1.605 0.08
H -0.810 0.427 -1.319 0.12
H 0.864 0.960 -0.769 -0.14
H -0.928 1.206 0.583 0.07
```

Values from the calculation:
Energy relative to the best compared isomer or geometry (same formula, charge and spin), eV: 1.675
Multiplicity: 3
<S²>: 2.03
Charge: 0
HOMO-LUMO gap (spin up / spin down), Ha: 0.32077 / 0.33706
E_HOMO (spin up / spin down), eV: -7.525 / -9.507



Molecular formula: C3H6BNO2
Method: DFT, ωB97M-V/def2-TZVPD

```
13
Properties=species:S:1:pos:R:3:lowdin_charge:R:1
B -2.104 -0.335 0.221 -0.33
C 2.864 0.258 0.155 0.08
C 1.557 0.482 -0.110 -0.08
C 0.494 -0.529 -0.297 -0.37
N -0.940 0.164 -0.506 0.16
O 0.575 -1.721 -0.218 0.11
O -3.375 0.286 -0.041 0.03
H -2.115 -1.318 0.858 0.08
H 3.396 1.105 0.212 0.01
H 3.420 -0.665 0.521 0.11
H 1.165 1.458 -0.129 0.08
H -0.790 1.076 -0.788 0.06
H -4.146 -0.259 0.120 0.07
```

Values from the calculation:
Energy relative to the best compared isomer or geometry (same formula, charge and spin), eV: 1.652
Structure (SMILES): C=CC(=O)NBO
Multiplicity: 1
Charge: 0
HOMO-LUMO gap, Ha: 0.37305
E_HOMO, eV: -10.271



Molecular formula: C3H6BNO2
Method: DFT, ωB97M-V/def2-TZVPD

```
13
Properties=species:S:1:pos:R:3:lowdin_charge:R:1
B 0.563 -0.675 -0.234 -0.23
C 1.580 0.278 -0.142 -0.14
C -0.121 2.090 0.593 -0.18
C -1.549 -2.060 -0.250 -0.02
N 2.411 1.192 -0.401 0.05
O -1.073 1.631 1.227 -0.03
O -0.132 -1.801 -0.349 0.01
H 3.386 0.813 -0.345 0.09
H 0.696 2.545 1.029 0.05
H -0.219 2.437 -0.472 0.10
H -1.708 -3.095 -0.339 0.07
H -1.951 -1.439 -1.105 0.13
H -1.882 -1.916 0.787 0.10
```

Values from the calculation:
Energy relative to the best compared isomer or geometry (same formula, charge and spin), eV: 2.743
Multiplicity: 3
<S²>: 2.01
Charge: 0
HOMO-LUMO gap (spin up / spin down), Ha: 0.27664 / 0.32421
E_HOMO (spin up / spin down), eV: -6.997 / -9.783



Molecular formula: C3H6Br2
Method: DFT, ωB97M-V/def2-TZVPD

```
11
Properties=species:S:1:pos:R:3:lowdin_charge:R:1
Br -1.890 -2.086 -0.775 0.26
H -0.424 -2.129 -0.967 -0.39
Br 1.379 -1.064 -1.383 0.59
H 0.379 1.305 -1.648 0.07
C 0.583 0.747 -0.748 -0.46
H 1.643 0.616 -0.456 -0.03
C -0.346 0.859 0.309 -0.30
C -0.106 0.279 1.524 0.02
H -1.235 1.470 0.142 0.10
H -0.829 0.274 2.359 0.07
H 0.846 -0.271 1.643 0.07
```

Values from the calculation:
Energy relative to the best compared isomer or geometry (same formula, charge and spin), eV: 0.736
Multiplicity: 1
Charge: 0
HOMO-LUMO gap, Ha: 0.32871
E_HOMO, eV: -9.363



Molecular formula: C3H6Br2N3
Method: DFT, ωB97M-V/def2-TZVPD

```
14
Properties=species:S:1:pos:R:3:lowdin_charge:R:1
C -1.216 -0.573 0.984 -0.23
C 0.656 0.446 0.559 -0.70
C 0.093 -0.166 -1.722 0.00
N -1.543 0.107 -0.046 0.14
N 0.043 -0.569 1.409 -0.56
N -0.289 0.640 -0.550 -0.20
Br 0.873 2.206 1.522 0.71
Br 1.005 -1.154 2.866 0.89
H -1.921 -1.258 1.512 0.17
H 1.930 0.063 0.062 0.25
H 1.099 0.132 -2.005 0.10
H 0.123 -1.220 -1.273 0.13
H -0.743 -0.238 -2.520 0.15
H -0.112 1.582 -0.799 0.13
```

Values from the calculation:
Energy relative to the best compared isomer or geometry (same formula, charge and spin), eV: 2.395
Multiplicity: 1
Charge: +1
HOMO-LUMO gap, Ha: 0.35573
E_HOMO, eV: -14.143



Molecular formula: C3H6BrClN
Method: DFT, ωB97M-V/def2-TZVPD

```
12
Properties=species:S:1:pos:R:3:lowdin_charge:R:1
C 1.368 -0.578 0.046 -0.14
C 0.487 0.614 -0.347 -0.30
C -0.987 0.528 0.148 -0.90
Cl -2.076 0.310 -1.331 0.36
N -1.173 -0.417 1.228 -0.62
Br -2.564 -1.642 0.831 0.28
H 0.782 -1.430 0.370 0.05
H 2.099 -0.273 0.790 0.05
H 1.936 -0.887 -0.834 0.05
H 0.492 0.702 -1.429 0.05
H 0.904 1.550 0.020 0.08
H -1.268 1.523 0.509 0.05
```

Values from the calculation:
Multiplicity: 1
Charge: -1
HOMO-LUMO gap, Ha: 0.22213
E_HOMO, eV: -2.158



no.,strongest force on any atom (Eh/bohr)
1,0.0860
2,0.0770
3,0.2870
4,0.0739
5,0.1088
6,0.0383
7,0.0912
8,0.0212
9,0.1168
10,0.0476
11,0.0942
12,0.0618
13,0.0616
14,0.1103
15,0.1159
16,0.0993
17,0.0843
18,0.0699
19,0.1078
20,0.0218